Computed, not measured: a molecular structure, C8H9CrO6P at a distorted geometry, with wB97M-V/def2-TZVPD.

XYZ file:
```
25
Properties=species:S:1:pos:R:3:forces:R:3:lowdin_spin:R:1
O -0.8064 3.1363 -4.5666 0.6994 -2.9492 4.3808 0.159
C 1.3795 -2.1498 2.0655 0.4399 0.3591 -0.5176 0.035
H -1.3743 -2.4181 1.9298 0.0294 0.1190 -0.0421 0.003
O -2.1037 -0.9886 -2.6154 2.2162 3.2928 0.4255 0.067
H 0.3581 0.1053 3.3513 -0.0579 -0.2682 -0.3966 0.013
C -1.6925 2.0240 -0.9595 -4.9210 2.1003 4.4392 0.056
C 0.8314 2.5077 -1.1239 3.7644 2.9631 3.4786 0.052
O 2.0404 -0.2915 -2.8998 -3.7914 2.9542 0.8083 0.050
P 0.3761 -0.9461 1.1648 -1.1573 -2.4112 3.4049 0.089
O 1.5567 3.1086 -0.4523 -2.3916 -1.8741 -2.2595 0.066
H 1.6212 0.7450 2.2438 -0.4498 -0.1481 0.0698 -0.001
C -1.1754 -1.8594 1.0140 -0.2452 0.4700 -0.2294 0.015
H -2.0495 -1.2648 0.7568 0.0215 0.1298 0.0209 0.000
Cr -0.3497 1.4372 -2.1201 0.2759 -0.8507 1.1732 2.328
C 0.5569 0.4526 2.3265 0.1211 1.3113 -0.2326 0.116
C -0.6450 2.4867 -3.6123 -1.3118 5.2551 -7.7103 0.102
H -0.0654 1.3307 2.1079 0.0644 -0.3663 -0.0517 0.001
H 1.7126 -2.9431 1.3886 -0.0083 -0.0104 0.2902 0.001
H 0.6611 -2.5225 2.8101 0.4310 -0.0543 -0.0929 0.003
O -2.5250 2.3776 -0.2203 3.3769 -1.4215 -3.0189 0.080
C 1.1314 0.3963 -2.6596 5.4963 -4.0979 -1.5378 0.040
H 2.2225 -1.6382 2.5472 -0.1162 -0.3972 -0.1334 0.000
C -1.4477 -0.0450 -2.4677 -3.4064 -5.1151 -0.7638 0.052
O 0.7860 -0.4693 -0.2089 0.9197 1.0363 -1.6142 0.674
H -0.9993 -2.5715 0.1999 0.0008 -0.0266 0.1094 -0.001
```
Positions in Å, forces in eV/Å.

Results
* multiplicity: 5
* energy: -58416.85015 eV
* max |F|: 9.42 eV/A
* Kohn-Sham gap (spin up / spin down): 0.369 / 0.155 Eh
* total charge: +2
* lowest unoccupied orbital energy (spin up / spin down): -6.84 / -12.74 eV



Computed, not measured: a molecular structure, C8H9F2N3O2PS at a distorted geometry, with wB97M-V/def2-TZVPD.

XYZ file:
```
26
Properties=species:S:1:pos:R:3:forces:R:3:mulliken_charge:R:1
C 2.6082 0.2499 2.5629 -0.2323 0.8371 0.0418 -0.293
H 1.9948 2.2945 1.9885 0.1178 -0.4833 -0.0684 0.347
N -1.6459 -0.4533 -3.8278 0.0623 -0.7269 0.2360 -0.839
P -1.9186 -0.9332 -2.3660 0.5797 0.7572 -0.9304 0.820
H 1.9505 0.4764 3.4171 0.2932 -0.4561 -0.2149 0.303
O -3.4209 -0.4878 -1.9234 0.7771 -0.9180 -0.0191 -0.495
C -0.7093 -0.2169 -1.2071 -0.8931 -0.1297 0.6185 0.253
H -3.8945 -1.2306 -1.5226 0.0904 0.3409 0.3460 0.321
F -2.1148 1.3597 4.3869 -0.0019 -0.3467 -0.5187 -0.844
H 3.6664 0.1882 2.8594 -0.3639 0.1505 -0.0008 0.318
F 2.2779 -1.0153 2.0588 0.1936 0.3764 0.1395 -0.310
N -2.2258 -0.2526 0.7336 1.6643 0.7977 1.7415 -0.661
C -1.0400 0.0229 0.1871 0.9426 -0.4660 -2.3573 0.649
C 2.3610 1.3772 1.4950 0.0212 -1.0252 -0.1112 -1.071
H 3.3089 1.6150 0.9791 -0.5164 -0.1214 0.0119 0.379
S -2.0059 0.2339 2.3205 -0.2016 0.4318 0.5371 0.228
O -1.7769 -2.5595 -2.1670 -0.4879 0.6195 0.3846 -0.551
H -2.2084 -3.0306 -2.8931 0.0598 0.1412 0.0645 0.291
C 0.0041 0.5634 1.0146 -1.9632 -0.4398 0.4119 0.495
H 2.5693 0.8337 -1.2404 -0.3610 -0.0376 0.2501 0.307
N -0.4758 0.7355 2.2731 0.2234 -0.1995 -0.6374 -0.524
C 1.3098 0.8450 0.5169 0.6098 0.7503 0.0549 0.689
H -1.4480 -1.2515 -4.4286 0.0001 0.3652 -0.1476 0.202
C 1.5831 0.6292 -0.8133 -1.0502 -0.4219 -0.1058 -1.068
C 0.5425 0.0942 -1.6677 0.2539 0.0081 -0.1756 -0.447
H 0.7084 -0.0875 -2.7366 0.1823 0.1961 0.4491 0.500
```
Positions in Å, forces in eV/Å.

Results
* energy: -42568.33257 eV
* max |F|: 2.58 eV/A
* Kohn-Sham gap: 0.267 Eh
* total charge: -1
* lowest unoccupied orbital energy: 2.58 eV



Computed, not measured: a molecular structure, C8H9F6N2O9PtS2 at a distorted geometry, with wB97M-V/def2-TZVPD.

XYZ file:
```
37
Properties=species:S:1:pos:R:3:forces:R:3:lowdin_spin:R:1
O 0.9359 -1.0596 -1.3229 0.1103 0.0282 -0.5987 0.164
S 2.3555 -1.4215 2.2209 -0.0997 -0.4683 0.1992 0.003
C 0.2872 0.3695 -3.2063 -0.2463 0.3530 -0.5858 0.206
O 2.6659 -0.5809 1.0590 0.0401 0.0928 -0.3105 0.079
O 2.3323 -0.8572 -3.1018 -0.1140 0.3287 -0.3039 0.415
N -0.9558 0.4962 -2.5529 0.1686 -0.2310 0.1550 0.265
C -0.9926 0.6971 3.7352 -0.0378 -0.1219 -0.2679 -0.002
O -0.6784 2.0343 0.0433 0.2480 -0.1069 -0.2931 0.052
F -1.3297 1.9633 3.5133 0.0332 -0.0494 0.0064 0.000
F 1.5933 -3.9117 2.5566 0.0388 0.0651 0.1212 0.000
F 0.6917 -2.9656 0.8374 0.1822 0.0046 0.0571 0.000
O -1.5803 -0.6447 -0.0105 -0.2777 -0.0607 -0.2516 0.181
C 1.8156 -3.0925 1.5532 -0.2448 0.0321 0.0911 -0.001
H 0.8089 1.3198 -3.2824 0.0157 -0.0175 -0.0018 0.005
O 1.5981 0.8440 4.5196 0.0569 0.0565 0.1580 0.021
C -0.6062 2.6376 -1.2505 -0.1854 -0.0128 -0.0240 0.006
Pt 0.4971 0.0013 0.5833 0.1197 0.5480 -0.0372 1.539
H -1.0363 3.6398 -1.2076 0.0254 0.0095 -0.0293 0.001
F 2.7735 -3.5617 0.7827 0.1542 0.1080 -0.0647 0.000
O -2.4946 -2.4460 -1.0786 0.1348 0.2424 -0.3209 0.262
C -1.4598 1.8278 -2.2106 0.0866 0.3362 0.2089 0.022
H -0.3231 2.6355 0.7124 0.0388 0.0177 0.0341 0.000
H -2.8518 -0.3597 -2.6760 -0.0174 -0.0247 0.1519 0.021
H -1.4550 -1.4290 -3.1275 -0.0348 -0.0330 0.0616 0.011
F -1.6667 -0.0906 2.8978 0.0162 0.1786 0.1654 -0.001
N 0.9157 -0.9277 2.7729 -0.0502 -0.1847 -0.2033 0.113
S 0.8449 0.5616 3.3607 -0.4595 0.0626 0.3658 0.005
H -1.5774 2.4087 -3.1304 -0.0174 -0.0386 -0.0048 0.009
C 1.3640 -0.6593 -2.4180 -0.0046 -0.6606 1.2068 0.116
C -1.9696 -1.3931 -0.9037 0.0070 -0.1876 0.9588 0.116
H 0.2125 -0.0985 -4.1887 0.0478 -0.1443 0.0972 0.016
H -2.4402 1.7074 -1.7533 -0.0250 -0.0771 -0.0549 0.001
H 0.4326 2.7300 -1.5798 0.0028 -0.0288 -0.0042 0.000
O 3.3566 -1.6232 3.1942 0.1990 -0.1024 0.0529 0.016
C -1.8020 -0.5998 -2.5198 0.0232 0.1633 -0.6312 0.261
F -1.2592 0.3774 4.9742 0.1397 -0.1369 0.1298 0.000
O 0.9975 1.4712 2.2045 -0.0745 0.0598 -0.2335 0.098
```
Positions in Å, forces in eV/Å.

Results
* multiplicity: 5
* energy: -71056.94604 eV
* max |F|: 1.38 eV/A
* Kohn-Sham gap (spin up / spin down): 0.375 / 0.201 Eh
* ΔE to the lowest compared entry with this formula, charge and spin: 27.8 kcal/mol
* total charge: +1
* lowest unoccupied orbital energy (spin up / spin down): -3.12 / -8.27 eV



Computed, not measured: 2 unconnected molecules or ions with the total composition C8H9FO3S at a distorted geometry, with wB97M-V/def2-TZVPD.

XYZ file:
```
22
Properties=species:S:1:pos:R:3:forces:R:3:mulliken_charge:R:1
F 2.0572 -2.9459 -0.2560 -0.2622 0.8969 -0.1416 -0.259
C -0.0749 0.6027 2.5026 -0.7888 2.1908 0.4635 -0.187
C 0.3081 -0.6826 2.7387 0.6919 -1.4450 -2.0856 -0.698
H 1.2876 -2.4397 1.9884 0.2461 -1.2789 0.2184 0.504
H -1.4970 2.0909 -3.2533 -0.6413 -1.1605 1.4921 0.342
C 1.5924 -1.7090 -0.5703 0.0213 0.7306 -1.5406 0.565
O 1.4325 -1.3869 -1.7235 0.5530 -1.0856 0.4250 -0.670
H -0.3989 1.9037 -1.9817 1.3574 -0.5935 0.5448 0.268
H -0.1969 -1.1429 -2.3678 2.4063 -0.3427 1.3154 0.432
C 0.9834 -1.4600 1.7847 -0.1638 3.4298 -0.7542 -0.403
H -0.0959 -1.2029 3.5131 -0.6528 -1.1638 2.6561 0.436
O -1.4776 -0.0570 -0.2864 -1.3545 -0.4195 -0.7496 -0.437
C 0.7256 0.4261 0.3002 1.7020 0.0764 -1.4959 -0.231
S -1.9949 0.0402 -1.6669 1.4450 0.5125 -0.3080 0.446
C -1.4238 1.7199 -2.1644 -1.0736 1.7699 -1.0932 -0.827
C 1.2531 -0.8253 0.5167 -1.1337 -2.4101 3.4128 0.059
H -0.6436 1.2778 3.2100 0.8172 -1.3573 -0.3895 0.282
O -1.0260 -0.8235 -2.6386 -3.4001 0.7991 -1.3841 -0.448
C 0.1873 1.1981 1.2938 0.8374 0.4774 0.9925 -0.605
H -1.9153 2.4759 -1.4994 -0.1041 -0.8115 -0.5855 0.335
H 0.0660 2.2668 1.2991 -0.4615 0.1769 -0.9598 0.408
H 0.8518 0.6736 -0.7389 -0.0413 1.0082 -0.0331 0.687
```
Positions in Å, forces in eV/Å.

Results
* energy: -28135.30684 eV
* max |F|: 4.33 eV/A
* Kohn-Sham gap: 0.329 Eh
* ΔE to the lowest compared entry with this formula, charge and spin: 0.0 kcal/mol
* total charge: 0
* lowest unoccupied orbital energy: 0.02 eV



Computed, not measured: a molecular structure, C8H9INO2 at a distorted geometry, with wB97M-V/def2-TZVPD.

XYZ file:
```
21
Properties=species:S:1:pos:R:3:forces:R:3:mulliken_charge:R:1
H -0.2046 -1.5305 -3.0703 -0.5924 0.3654 -0.6546 0.107
C 0.6064 1.2860 1.3952 0.7721 -0.0063 0.4443 -0.885
C -0.4985 1.0149 -0.8647 -1.1545 2.4746 0.3961 -0.354
H -1.4349 1.7238 2.2363 -0.5710 -0.6820 -0.4233 0.332
O 1.6184 -2.6370 1.1175 0.9675 0.3727 0.7656 -0.563
C -0.6230 1.0186 2.3634 3.4134 1.9530 0.8297 -1.063
C -0.1479 -0.8593 -2.2346 1.5263 -1.2528 1.5197 -0.284
H 0.8035 2.3514 1.1065 -0.3833 -0.6712 0.7838 0.397
I -1.7236 -1.6621 -5.5493 -0.0224 0.0417 0.0052 -0.886
H -0.1563 1.2929 3.3419 -0.7347 -0.2787 -0.3022 0.291
H 1.5603 0.8420 1.9030 -2.0131 1.1773 -1.1894 0.304
O 2.6925 -0.6151 1.5902 -0.4176 -1.7388 -0.3140 -0.622
C 1.9717 -1.4938 1.1723 -0.0998 0.0471 -0.3400 0.751
C -0.7233 0.3698 -2.0659 0.7285 -1.8791 0.8767 -0.482
H -0.7011 -0.0446 2.3685 -1.1609 -0.6176 -0.0397 0.378
C 0.3521 0.5922 0.0981 0.8907 -3.6346 -0.0229 0.682
H -1.0691 1.9211 -0.5816 0.4304 -0.3024 -0.6223 0.265
C 0.5836 -1.3995 -1.1404 -1.0622 1.0877 -1.3702 -0.165
H 0.9369 -2.3930 -1.1738 0.4328 -0.9853 0.0178 0.444
N 0.8115 -0.7398 -0.0445 0.2922 3.3114 1.0343 -0.078
H -1.4321 0.6086 -2.7778 -1.2421 1.2178 -1.3947 0.429
```
Positions in Å, forces in eV/Å.

Results
* energy: -22129.98557 eV
* max |F|: 4.02 eV/A
* Kohn-Sham gap: 0.245 Eh
* ΔE to the lowest compared entry with this formula, charge and spin: 0.0 kcal/mol
* total charge: -1
* lowest unoccupied orbital energy: 2.81 eV



Computed, not measured: a molecular structure, C8H9MoN2O4S3Sb, with wB97M-V/def2-TZVPD.

XYZ file:
```
28
Properties=species:S:1:pos:R:3:forces:R:3:lowdin_spin:R:1
O 2.3960 1.1226 -1.7971 0.0162 -0.0173 0.0044 0.001
Sb -3.2045 0.4519 3.8291 -0.1748 -0.0549 0.0254 -0.009
C 4.2346 -0.4000 -1.6501 0.0181 -0.0162 0.0046 0.000
H -5.1728 2.2977 -1.1186 0.0007 0.0050 0.0081 0.000
Mo -1.1696 0.3329 1.2406 0.3507 0.2470 0.2435 0.857
O -2.4464 1.0935 -0.0801 -0.1013 0.0698 0.0303 0.033
O 0.2877 0.6867 -0.2109 -0.1785 -0.0170 -0.0938 0.005
H -4.0778 -0.7154 0.4210 -0.0282 -0.0020 0.0020 0.005
C 4.1207 -2.2443 -0.0869 -0.0512 0.0256 0.0123 0.000
C 0.9762 -0.3061 0.2010 -0.0884 -0.0675 0.0583 0.008
H 4.7731 0.1499 -2.4127 -0.0019 0.0017 -0.0007 0.000
H 2.9850 1.5101 -2.4558 -0.0093 0.0071 -0.0008 0.000
C 2.2816 -0.6849 -0.2663 -0.0369 -0.0831 0.0655 0.000
H 2.3260 -2.3615 1.0692 -0.0074 0.0057 -0.0008 0.000
C 2.9717 0.0353 -1.2578 -0.0114 0.0149 -0.0093 0.001
N -4.4572 0.0172 -0.1677 0.0192 -0.0379 -0.0066 0.003
O 0.3609 -0.9822 1.1360 0.1538 0.0155 -0.0278 0.002
H -3.5814 2.9806 -1.0172 -0.0061 0.0065 0.0021 0.000
H 5.7775 -1.8419 -1.3914 -0.0012 0.0101 -0.0086 0.000
C 2.8747 -1.8238 0.3087 0.0564 -0.0235 -0.0207 0.001
S -0.9345 1.6639 2.8742 -0.0218 -0.0843 -0.2159 -0.079
C -3.7074 1.0900 -0.3500 0.0529 0.1066 -0.0197 0.005
N -4.1994 2.1975 -0.8889 -0.0084 -0.0384 -0.0077 -0.001
H -5.4581 0.0724 -0.2588 -0.0036 -0.0031 0.0083 0.001
S -4.8498 1.5906 2.9085 0.0110 0.0083 -0.0097 0.013
C 4.7946 -1.5211 -1.0717 0.0255 0.0018 -0.0164 0.002
H 4.5728 -3.1196 0.3555 -0.0025 -0.0005 0.0034 0.000
S -2.4742 -1.2921 2.1382 0.0282 -0.0800 -0.0297 0.153
```
Positions in Å, forces in eV/Å.

Results
* multiplicity: 2
* energy: -60509.22776 eV
* max |F|: 0.49 eV/A
* Kohn-Sham gap (spin up / spin down): 0.249 / 0.265 Eh
* total charge: +1
* lowest unoccupied orbital energy (spin up / spin down): -4.80 / -4.54 eV